(1)
ORCA calculation (the ωB97M-V functional and the def2-TZVPD basis) on a 2-piece molecular cluster, H4NPS2 overall.

Output
* relative energy (zero: lowest compared OMol25 entry of this formula, charge and spin): 112.2 kJ/mol
* orbital gap: 8.99 eV
* structure (SMILES): [H]/N=P/S.S
* multiplicity: 1
* E_HOMO: -9.39 eV

The geometry in XYZ format:
```
8
Properties=species:S:1:pos:R:3:lowdin_charge:R:1
H -0.07683 -0.66756 -1.78199 -0.024
N 0.54420 -0.41793 -1.00821 -0.449
P 1.36759 0.89829 -1.08126 0.390
S 2.10829 0.80902 0.82378 0.309
H 2.76096 1.99533 1.07191 -0.177
S -2.47976 -0.50562 1.14027 0.435
H -2.82077 -1.66824 0.57658 -0.236
H -1.40368 -0.44329 0.25892 -0.247
```

(2)
ORCA calculation (the ωB97M-V functional and the def2-TZVPD basis) on one molecule with the formula C4H5Cl4OP.

Output
* relative energy (zero: lowest compared OMol25 entry of this formula, charge and spin): 0.0 kJ/mol
* orbital gap: 10.68 eV
* structure (SMILES): C[C@@H](Cl)/C(=C/Cl)P(=O)(Cl)Cl
* multiplicity: 1
* E_HOMO: -10.30 eV

The geometry in XYZ format:
```
15
Properties=species:S:1:pos:R:3:lowdin_charge:R:1
C -1.94872 -0.42081 0.46660 -0.160
C -0.93005 -0.41892 -0.67256 -0.711
Cl -1.51755 0.66245 -1.96994 0.590
C 0.59215 0.38576 -0.09673 -0.480
C 0.57822 1.66152 0.19429 -0.548
Cl 1.93743 2.55220 0.90946 0.629
P 2.05698 -0.61359 0.02322 -0.127
O 3.25458 -0.05269 0.59371 -0.385
Cl 1.26218 -2.09953 1.12610 0.400
Cl 2.07585 -1.27470 -1.85758 0.413
H -1.48358 -1.34898 0.96996 0.075
H -1.76776 0.55889 1.02551 0.085
H -3.05112 -0.42397 0.14181 0.099
H -0.71395 -1.40528 -1.08510 0.053
H -0.34466 2.23764 0.23125 0.068
```

(3)
ORCA calculation (the ωB97M-V functional and the def2-TZVPD basis) on C18H24N6O5S2Sn as an isolated structure.

Output
* relative energy (zero: lowest compared OMol25 entry of this formula, charge and spin): 25.9 kJ/mol
* net charge: +2
* orbital gap: 5.48 eV
* multiplicity: 1
* E_HOMO: -14.80 eV

The geometry in XYZ format:
```
56
Properties=species:S:1:pos:R:3:lowdin_charge:R:1
Sn -0.26461 0.16543 -1.29567 1.404
O -2.85123 -3.45370 -0.16550 0.154
C -2.04618 -2.67633 -0.61151 -0.458
N -2.21968 -1.34447 -0.85185 0.043
C -3.48219 -0.84520 -0.66218 -0.440
O -4.44321 -1.43898 -0.25192 0.161
C -3.56274 0.61657 -1.03228 -0.175
C -4.77443 1.26386 -0.84122 0.047
C -4.84687 2.60588 -1.18838 0.007
C -3.72726 3.23964 -1.70753 0.012
C -2.55826 2.50603 -1.87450 -0.118
N -2.48824 1.22504 -1.53346 0.014
C -0.66502 -3.15626 -0.99675 -0.178
C -0.44834 -4.52737 -0.98162 0.057
C 0.79019 -4.99702 -1.39471 0.017
C 1.75796 -4.08526 -1.79836 0.000
C 1.45607 -2.73266 -1.75874 -0.125
N 0.27104 -2.27910 -1.35601 -0.002
H -5.61568 0.71508 -0.44243 0.137
H -5.77928 3.13749 -1.05828 0.130
H -3.75089 4.28550 -1.97611 0.129
H -1.66506 2.96767 -2.27446 0.056
H -1.24329 -5.18446 -0.66140 0.141
H 0.98431 -6.06111 -1.41194 0.134
H 2.72997 -4.41615 -2.13267 0.128
H 2.17824 -1.98631 -2.06306 0.107
N 1.37995 2.47335 1.62708 0.212
C 2.19242 1.56234 2.47568 -0.258
C 1.27052 0.56956 3.17243 -0.079
C 0.73884 -0.55708 2.27566 -0.310
N -0.33360 -0.11372 1.33482 0.053
C 1.87265 -1.23222 1.50521 -0.095
C 2.82221 -0.28581 0.76252 -0.305
N 2.22081 0.19465 -0.50902 0.033
C 3.28740 0.86349 1.66821 -0.067
H 0.95494 3.21938 2.17974 0.187
H 0.63579 1.96519 1.12958 0.082
H 1.90297 2.91503 0.82708 0.117
H 2.68768 2.17649 3.23148 0.166
H 0.43821 1.10346 3.63646 0.135
H 1.83478 0.10223 3.97946 0.146
H 0.31618 -1.30893 2.95221 0.160
H -0.95641 0.54476 1.80045 0.116
H -0.91435 -0.92422 1.12939 0.070
H 1.43681 -1.92425 0.78196 0.097
H 2.46548 -1.80654 2.21878 0.144
H 3.71791 -0.86652 0.51763 0.158
H 2.66916 -0.29468 -1.28223 0.079
H 2.45497 1.17994 -0.65876 0.043
H 3.82047 1.60787 1.07175 0.138
H 4.00602 0.45508 2.38015 0.147
O 2.02533 3.10055 -0.91084 -0.390
S 0.67663 3.12122 -1.47515 0.147
O -0.19811 2.33727 -0.52106 -0.564
O 0.10472 4.36698 -1.82909 -0.264
S 0.73431 1.91131 -3.14902 0.520
```

(4)
ORCA calculation (the ωB97M-V functional and the def2-TZVPD basis) on C19H26DyN4O5SSi as an isolated structure.

Output
* net charge: -1
* orbital gap (spin up / spin down): 7.25 / 7.30 eV
* multiplicity: 6
* E_HOMO (spin up / spin down): -5.02 / -5.08 eV
* <S²>: 9.043

The geometry in XYZ format:
```
57
Properties=species:S:1:pos:R:3:lowdin_charge:R:1
Dy -0.64884 0.18343 0.22021 1.417
O -1.06856 1.68475 3.93306 0.072
C -0.41609 1.64389 2.90915 -0.600
O -0.07817 0.56033 2.26216 -0.222
C 0.09590 2.95322 2.29844 -0.097
C 1.32718 2.72246 1.41576 -0.251
C 2.01387 4.04693 1.07312 -0.093
C 1.03701 4.64031 0.02606 -0.093
C -0.04942 3.56597 -0.01717 -0.260
O 0.72372 2.35351 0.15347 -0.214
C -0.89638 3.61139 1.26914 -0.091
C -2.23461 2.89214 1.05963 -0.590
O -3.26448 3.45455 1.37466 0.065
O -2.14075 1.72303 0.49314 -0.200
H 0.30175 3.62732 3.12736 0.150
H 1.98305 1.92687 1.75045 0.157
H 2.13359 4.67628 1.95572 0.112
H 2.99818 3.86681 0.64221 0.109
H 0.62909 5.60904 0.31592 0.113
H 1.51215 4.74256 -0.94919 0.109
H -0.61361 3.50136 -0.94053 0.134
H -1.13852 4.63230 1.55207 0.147
N 2.32817 1.77310 -3.26184 0.051
C 1.59859 0.99623 -2.41262 -0.899
S -0.11466 1.06936 -2.56282 0.582
N 2.33464 0.18735 -1.68013 -0.036
N 1.66057 -0.52538 -0.73691 -0.091
C 2.26055 -1.58360 -0.34686 -0.092
C 1.74009 -2.38820 0.76301 -0.258
C 2.42171 -3.52006 1.19899 -0.029
C 1.93173 -4.21481 2.29127 -0.073
C 0.78329 -3.75884 2.91886 -0.057
C 0.16210 -2.62898 2.40827 -0.116
N 0.62130 -1.96945 1.35524 0.050
H 1.83928 2.46340 -3.79927 0.064
H 3.31716 1.85361 -3.10650 0.083
H 3.19600 -1.87231 -0.82103 0.117
H 3.32065 -3.83605 0.68380 0.107
H 2.44313 -5.09760 2.65382 0.102
H 0.37444 -4.26217 3.78397 0.100
H -0.74060 -2.22920 2.85597 0.122
C -3.59072 -0.09092 -2.37601 -0.196
Si -2.98312 -1.77333 -1.79379 0.332
C -1.70392 -2.45276 -2.99734 -0.199
C -4.49378 -2.90312 -1.96765 -0.208
C -2.26000 -1.67757 -0.11120 -0.391
H -4.16035 -0.17013 -3.30730 0.024
H -2.76678 0.60440 -2.54762 -0.036
H -4.23750 0.35659 -1.61435 0.035
H -2.10665 -2.55342 -4.01060 0.022
H -1.36595 -3.44140 -2.66622 0.022
H -0.83438 -1.79108 -3.04253 -0.014
H -4.86438 -2.91890 -2.99835 0.016
H -5.30616 -2.55885 -1.31956 0.019
H -4.24833 -3.93020 -1.67727 0.016
H -1.89142 -2.66794 0.18337 -0.031
H -3.05426 -1.40106 0.60094 -0.014
```

(5)
ORCA calculation (the ωB97M-V functional and the def2-TZVPD basis) on a 9-piece molecular cluster, C48H47F7O2 overall.

Output
* orbital gap: 9.75 eV
* structure (SMILES): Fc1ccccc1.Fc1ccccc1.Fc1ccccc1.Fc1ccccc1.Fc1ccccc1.Fc1ccccc1.Fc1ccccc1.CC(C)=O.CC(C)=O
* multiplicity: 1
* E_HOMO: -9.17 eV

The geometry in XYZ format:
```
104
Properties=species:S:1:pos:R:3:lowdin_charge:R:1
F -2.88956 3.17880 -1.05410 0.049
C -4.05978 3.84606 -0.97791 -0.282
C -4.91380 3.54323 0.07102 -0.014
C -6.10921 4.21821 0.16749 -0.083
C -6.46594 5.14756 -0.80046 -0.097
C -5.61154 5.41644 -1.85405 -0.079
C -4.38682 4.76761 -1.94071 -0.022
H -4.59045 2.78081 0.77049 0.114
H -6.78464 4.02181 0.98942 0.107
H -7.42739 5.63783 -0.72218 0.102
H -5.88462 6.12064 -2.62891 0.106
H -3.66842 4.95591 -2.72862 0.101
F 2.11940 1.41243 4.05159 0.050
C 3.14036 2.19272 3.63286 -0.284
C 4.43595 1.76296 3.82618 -0.032
C 5.47886 2.56537 3.39176 -0.089
C 5.21829 3.72284 2.67619 -0.090
C 3.90857 4.12069 2.47615 -0.081
C 2.85750 3.33308 2.91522 -0.025
H 4.64535 0.83776 4.34692 0.120
H 6.49239 2.21319 3.53566 0.108
H 6.04531 4.28872 2.26784 0.103
H 3.67612 5.03797 1.95101 0.107
H 1.83219 3.64858 2.76912 0.118
F -2.60494 1.25600 2.66511 0.050
C -2.84552 -0.04629 2.93114 -0.308
C -2.66535 -0.52079 4.22089 -0.020
C -2.80655 -1.88749 4.44852 -0.086
C -3.20032 -2.73944 3.43545 -0.091
C -3.53109 -2.20671 2.18936 -0.064
C -3.31100 -0.86525 1.93722 -0.020
H -2.28928 0.11012 5.01542 0.118
H -2.51302 -2.24467 5.42791 0.105
H -3.11955 -3.81135 3.57247 0.103
H -3.89255 -2.81919 1.37902 0.085
H -3.37526 -0.48700 0.92185 0.120
F 0.16305 6.57551 -6.45263 0.055
C 0.08268 5.86186 -5.30970 -0.292
C -0.83334 6.25156 -4.35420 -0.014
C -0.90514 5.54337 -3.16096 -0.089
C -0.05579 4.46988 -2.92990 -0.085
C 0.85926 4.11210 -3.90313 -0.074
C 0.96519 4.83442 -5.09621 -0.012
H -1.46096 7.10733 -4.56642 0.119
H -1.58678 5.92267 -2.41035 0.099
H -0.10944 3.92383 -1.99736 0.092
H 1.56380 3.30773 -3.73193 0.090
H 1.79764 4.64544 -5.75970 0.117
F 2.54360 -6.55674 -1.19281 0.056
C 1.63831 -5.87049 -0.46202 -0.287
C 1.41591 -4.53724 -0.71652 -0.017
C 0.49518 -3.86032 0.08158 -0.083
C -0.08487 -4.48697 1.17209 -0.108
C 0.20361 -5.82691 1.44538 -0.071
C 1.01116 -6.53429 0.57847 -0.016
H 1.96432 -4.01182 -1.48465 0.097
H 0.21053 -2.84586 -0.17354 0.077
H -0.71386 -3.90805 1.83880 0.095
H -0.26837 -6.22300 2.33516 0.106
H 1.20459 -7.59058 0.71814 0.118
F -6.26057 -3.31790 -3.06704 0.051
C -5.26070 -3.58028 -2.19807 -0.286
C -4.26236 -2.63710 -2.03499 -0.005
C -3.16639 -2.96491 -1.23808 -0.078
C -3.11646 -4.20424 -0.61486 -0.108
C -4.14900 -5.11855 -0.77104 -0.076
C -5.24567 -4.80576 -1.56577 -0.017
H -4.39610 -1.65125 -2.46098 0.119
H -2.31689 -2.29245 -1.19863 0.092
H -2.26677 -4.46776 0.00033 0.076
H -4.04036 -6.11816 -0.37106 0.106
H -5.96593 -5.57396 -1.81323 0.116
F 6.94770 -2.11845 3.32103 0.051
C 5.88366 -2.12844 2.48653 -0.283
C 5.34349 -3.33103 2.09691 -0.013
C 4.25569 -3.33807 1.22864 -0.066
C 3.73658 -2.13678 0.78732 -0.090
C 4.32434 -0.92123 1.16006 -0.063
C 5.40147 -0.91603 2.03470 -0.019
H 5.73073 -4.27477 2.45916 0.118
H 3.84351 -4.28781 0.91534 0.098
H 2.81430 -2.05936 0.22449 0.076
H 3.77276 -0.03706 0.86588 0.094
H 5.96095 -0.02267 2.27541 0.102
C 2.20823 -1.49815 -2.66059 -0.013
C 2.88464 -0.15234 -2.69227 -0.477
C 3.39974 0.37160 -4.01799 -0.009
O 3.06569 0.48108 -1.67689 0.053
H 2.27932 -2.00683 -3.62203 0.080
H 1.20149 -1.53363 -2.25250 0.083
H 2.85550 -2.09982 -2.00953 0.066
H 3.07233 1.38444 -4.22349 0.068
H 3.22994 -0.32163 -4.83948 0.073
H 4.49278 0.38173 -3.91438 0.095
C 0.25556 1.45334 0.15952 -0.001
C -0.06931 0.06000 0.62806 -0.472
C 0.43863 -0.35197 1.99170 0.011
O -0.58682 -0.72861 -0.13331 0.027
H 0.56983 1.37958 -0.87820 0.073
H 1.01879 1.93596 0.77039 0.070
H -0.62176 2.10215 0.24816 0.082
H -0.13923 0.07878 2.80536 0.077
H 1.47024 -0.00326 2.02827 0.065
H 0.40245 -1.44093 2.02327 0.079
```

(6)
ORCA calculation (the ωB97M-V functional and the def2-TZVPD basis) on a 4-piece molecular cluster, C2H12N2O3 overall.

Output
* relative energy (zero: lowest compared OMol25 entry of this formula, charge and spin): 77.6 kJ/mol
* orbital gap: 9.58 eV
* structure (SMILES): C/N=C/N.O.O.O
* multiplicity: 1
* E_HOMO: -9.09 eV

The geometry in XYZ format:
```
19
Properties=species:S:1:pos:R:3:lowdin_charge:R:1
C -0.53065 1.27882 -2.24695 -0.169
N -0.32031 -0.12960 -1.99798 -0.048
C -1.37074 -0.84331 -1.95110 -0.341
N -1.33950 -2.19813 -1.81159 0.082
H 0.34188 1.82139 -1.88035 0.064
H -1.43052 1.69328 -1.77824 0.069
H -0.60951 1.49237 -3.31508 0.070
H -2.27849 -0.45173 -2.42457 0.130
H -0.59640 -2.59076 -1.25657 0.084
H -2.21226 -2.68916 -1.74872 0.084
O -0.57451 -1.37409 1.47678 -0.061
H -0.00189 -1.07533 0.75781 0.022
H -0.11681 -2.13171 1.85548 0.044
O 3.62218 1.27828 2.64059 -0.078
H 2.68173 1.47026 2.49879 -0.011
H 3.65556 0.32433 2.51869 0.025
O 0.73977 1.27874 2.86354 -0.052
H 0.00356 0.90147 2.36464 0.029
H 0.33692 1.94486 3.43482 0.056
```